(1)
{"formula": "C31H59N3O8", "method": "the ωB97M-V functional and the def2-TZVPD basis", "symbols": ["N", "C", "C", "C", "C", "N", "C", "C", "C", "N", "C", "C", "C", "C", "C", "C", "C", "C", "H", "H", "H", "H", "H", "H", "H", "H", "H", "H", "H", "H", "H", "H", "H", "H", "H", "H", "H", "C", "O", "C", "C", "O", "C", "H", "H", "H", "H", "H", "H", "H", "H", "H", "H", "C", "O", "C", "C", "O", "C", "H", "H", "H", "H", "H", "H", "H", "H", "H", "H", "C", "O", "C", "C", "O", "C", "H", "H", "H", "H", "H", "H", "H", "H", "H", "H", "C", "O", "C", "C", "O", "C", "H", "H", "H", "H", "H", "H", "H", "H", "H", "H"], "coordinates": [[1.455, -1.312, 4.762], [1.160, -1.055, 3.685], [0.967, -0.651, 2.204], [0.711, -1.960, 1.326], [0.131, -3.044, 2.317], [-0.186, -3.850, 3.069], [-0.467, -1.716, 0.269], [-0.365, -0.334, -0.493], [-1.438, 0.731, 0.018], [-0.882, 2.111, -0.098], [2.010, -2.612, 0.695], [3.021, -1.597, 0.035], [4.106, -1.028, 1.043], [4.194, -1.422, 2.450], [5.165, -0.879, 3.421], [6.118, 0.130, 2.944], [6.066, 0.505, 1.527], [5.105, -0.031, 0.554], [0.002, -0.059, 2.174], [1.761, 0.031, 1.811], [-0.562, -2.613, -0.396], [-1.409, -1.669, 0.900], [0.643, 0.153, -0.445], [-0.657, -0.536, -1.568], [-2.419, 0.633, -0.540], [-1.696, 0.585, 1.109], [-0.454, 2.157, -1.027], [-1.617, 2.809, 0.011], [2.541, -3.301, 1.413], [1.649, -3.290, -0.138], [2.540, -0.774, -0.557], [3.623, -2.198, -0.716], [3.482, -2.191, 2.845], [5.176, -1.191, 4.499], [6.833, 0.569, 3.676], [6.798, 1.269, 1.152], [5.097, 0.277, -0.517], [-1.156, 3.624, -6.507], [-2.391, 3.256, -5.912], [-2.350, 1.958, -5.330], [-2.184, 2.032, -3.820], [-0.911, 2.563, -3.465], [-0.979, 3.933, -3.088], [-1.184, 4.696, -6.708], [-0.309, 3.418, -5.847], [-1.024, 3.091, -7.454], [-1.558, 1.352, -5.781], [-3.308, 1.477, -5.554], [-2.232, 1.017, -3.411], [-2.991, 2.615, -3.366], [-1.411, 4.016, -2.084], [-1.571, 4.523, -3.790], [0.035, 4.331, -3.063], [-6.807, -2.933, -1.537], [-6.440, -3.756, -0.440], [-5.041, -4.014, -0.397], [-4.346, -3.139, 0.636], [-4.389, -1.763, 0.265], [-5.392, -1.044, 0.969], [-7.827, -2.584, -1.370], [-6.153, -2.062, -1.628], [-6.781, -3.513, -2.464], [-4.590, -3.884, -1.386], [-4.918, -5.062, -0.107], [-3.290, -3.425, 0.683], [-4.779, -3.289, 1.629], [-5.063, -0.864, 1.999], [-6.345, -1.576, 0.978], [-5.529, -0.082, 0.476], [0.690, -4.631, 6.087], [1.455, -5.100, 7.192], [0.867, -6.232, 7.819], [1.557, -7.521, 7.400], [1.345, -7.799, 6.020], [2.462, -7.450, 5.218], [1.308, -3.936, 5.517], [0.388, -5.446, 5.426], [-0.196, -4.100, 6.446], [-0.207, -6.278, 7.613], [0.996, -6.101, 8.899], [1.119, -8.352, 7.963], [2.626, -7.485, 7.631], [3.259, -8.192, 5.351], [2.845, -6.456, 5.460], [2.149, -7.462, 4.174], [1.447, 9.464, -3.357], [2.453, 8.788, -4.095], [2.577, 7.420, -3.721], [1.890, 6.505, -4.723], [0.478, 6.693, -4.716], [0.033, 7.494, -5.801], [1.243, 10.414, -3.855], [0.518, 8.889, -3.315], [1.801, 9.667, -2.342], [2.188, 7.256, -2.711], [3.646, 7.188, -3.710], [2.075, 5.465, -4.432], [2.297, 6.649, -5.728], [0.055, 6.907, -6.726], [0.643, 8.391, -5.924], [-0.997, 7.791, -5.604]], "atomic_forces_ev_per_a": [[-0.2, -0.1, 0.3], [0.7, 1.3, -2.4], [-1.5, -0.4, 1.0], [-0.7, -1.3, 0.8], [1.2, 1.5, -1.6], [-0.3, -0.2, 0.0], [0.0, 0.6, 1.1], [-1.3, 0.0, -0.4], [-0.2, 0.1, 0.5], [0.1, -1.1, -0.3], [-0.2, -0.1, -0.9], [1.3, -0.7, 0.6], [1.6, 1.4, 0.9], [0.8, 0.7, -0.1], [0.2, 1.1, -2.6], [-2.1, -1.6, -1.2], [-0.7, -0.5, -0.1], [-0.4, -1.2, 3.1], [1.1, -0.6, 0.1], [-0.4, -0.9, 0.6], [0.2, 0.9, 0.5], [0.9, -0.1, -0.8], [-0.9, -0.6, -0.1], [0.8, 0.3, 1.0], [1.0, -0.2, 0.4], [0.3, -0.1, -1.0], [-0.4, 0.5, 0.3], [0.3, -0.2, -0.3], [-0.6, 0.9, -0.6], [0.3, 0.7, 1.0], [0.3, -0.7, 0.8], [-0.7, 0.7, 0.7], [0.7, 0.9, -0.4], [-0.2, 0.2, -1.4], [-0.6, -0.3, -1.0], [-0.8, -0.9, 0.5], [0.1, -0.2, 1.1], [-0.1, 0.1, 0.0], [0.3, -0.1, 0.1], [-0.4, 0.3, 0.1], [0.4, -0.3, -0.1], [-0.2, 0.2, 0.0], [0.1, 0.0, 0.1], [-0.1, -0.1, 0.0], [0.0, 0.0, 0.0], [0.1, 0.0, 0.0], [0.0, 0.0, 0.1], [0.0, 0.0, 0.0], [-0.1, 0.0, 0.0], [0.0, 0.0, -0.1], [-0.1, 0.1, 0.0], [0.0, 0.0, 0.0], [0.0, -0.1, 0.0], [-0.1, -0.1, 0.1], [0.2, 0.2, -0.2], [-0.2, -0.1, 0.4], [0.3, 0.1, -0.4], [-0.2, -0.1, 0.1], [0.2, 0.1, 0.0], [0.0, -0.1, 0.0], [0.0, 0.0, 0.0], [0.0, 0.1, -0.1], [0.0, 0.1, 0.0], [0.1, 0.0, 0.0], [0.0, -0.1, 0.0], [-0.1, 0.0, -0.1], [-0.1, 0.0, 0.0], [0.0, 0.0, 0.0], [0.1, 0.0, 0.0], [0.2, 0.1, 0.0], [-0.2, -0.3, -0.1], [0.5, 0.2, 0.1], [-0.5, -0.1, -0.1], [0.3, 0.2, 0.1], [-0.1, -0.2, 0.0], [0.0, 0.0, 0.1], [0.0, 0.0, 0.1], [-0.1, 0.0, -0.1], [0.0, -0.1, -0.1], [0.0, -0.1, 0.0], [0.0, 0.0, 0.0], [0.0, 0.1, 0.0], [0.1, 0.1, 0.0], [0.0, 0.0, 0.0], [-0.1, 0.0, 0.1], [0.1, 0.1, -0.1], [-0.3, -0.2, 0.1], [0.3, 0.1, -0.4], [-0.2, -0.1, 0.4], [0.2, 0.2, -0.2], [-0.1, -0.2, 0.0], [0.1, -0.1, 0.0], [0.0, 0.0, 0.0], [-0.1, 0.0, 0.1], [-0.1, 0.0, -0.1], [0.0, 0.0, 0.0], [0.0, 0.0, 0.0], [0.0, 0.1, 0.0], [0.0, 0.1, -0.1], [0.0, 0.0, 0.0], [0.0, -0.1, 0.1]], "charge": 0, "smiles": "N#CC[C@@](C#N)(CCCN)CCc1ccccc1.COCCOC.COCCOC.COCCOC.COCCOC", "gap_ev": 9.09, "e_above_lowest_kj_mol": 286.7}



(2)
{"formula": "C31H61Al2BBrCl4F5LiMgN3O12P", "method": "the ωB97M-V functional and the def2-TZVPD basis", "symbols": ["C", "C", "C", "C", "C", "C", "C", "C", "C", "C", "C", "C", "C", "C", "C", "C", "C", "C", "C", "C", "C", "O", "C", "O", "N", "C", "B", "O", "N", "C", "C", "C", "P", "O", "Br", "H", "H", "H", "H", "H", "H", "H", "H", "H", "H", "H", "H", "H", "H", "H", "H", "H", "H", "H", "H", "H", "H", "H", "H", "H", "H", "H", "H", "H", "H", "H", "H", "H", "H", "H", "H", "H", "H", "H", "H", "H", "H", "H", "H", "H", "H", "H", "H", "H", "H", "H", "C", "Cl", "Cl", "H", "H", "Li", "O", "Cl", "O", "O", "O", "Cl", "Mg", "F", "Al", "F", "F", "F", "F", "Al", "C", "C", "C", "O", "C", "H", "H", "H", "H", "H", "H", "H", "H", "N", "O", "O", "O"], "coordinates": [[7.274, -2.209, 0.059], [8.013, -1.601, -1.228], [8.093, 0.014, -1.200], [8.469, 0.605, 0.239], [7.256, 1.300, 1.029], [6.446, 2.381, 0.171], [5.563, 3.279, 1.169], [5.077, 4.597, 0.359], [3.554, 4.898, 0.793], [2.579, 4.315, -0.330], [2.269, 5.384, -1.486], [2.335, 4.676, -2.953], [0.877, 4.371, -3.525], [0.469, 2.834, -3.592], [0.766, 1.953, -2.304], [-0.313, 1.900, -1.145], [-1.648, 2.762, -1.265], [-2.834, 1.845, -1.814], [-3.716, 1.091, -0.720], [-5.230, 1.386, -1.280], [-5.674, 2.921, -1.014], [-6.364, 3.250, -0.029], [-3.841, 1.592, 0.783], [-3.704, 2.663, 1.371], [-4.280, 0.336, 1.492], [-3.220, -0.637, 0.984], [-3.283, -2.011, 1.816], [-3.642, -3.313, 1.275], [-3.025, -2.018, 3.295], [-1.723, -1.440, 3.688], [-4.190, -1.545, 4.094], [-3.383, -0.505, -0.592], [-4.462, -1.624, -1.643], [-4.377, -0.938, -3.237], [-3.481, -3.666, -1.992], [6.586, -1.466, 0.574], [8.059, -2.636, 0.761], [6.612, -3.074, -0.319], [7.377, -1.880, -2.137], [9.043, -2.049, -1.419], [7.151, 0.448, -1.669], [8.959, 0.292, -1.910], [8.936, -0.191, 0.909], [9.282, 1.401, 0.066], [7.715, 1.881, 1.910], [6.600, 0.480, 1.467], [7.192, 3.001, -0.450], [5.810, 1.788, -0.574], [4.692, 2.630, 1.503], [6.232, 3.596, 2.036], [5.789, 5.437, 0.643], [5.163, 4.450, -0.770], [3.364, 6.011, 1.014], [3.348, 4.338, 1.763], [3.153, 3.456, -0.841], [1.597, 3.923, 0.130], [3.129, 6.145, -1.468], [1.262, 5.898, -1.325], [3.065, 3.804, -2.990], [2.796, 5.485, -3.632], [0.057, 4.972, -2.988], [0.855, 4.766, -4.608], [-0.630, 2.741, -3.868], [1.053, 2.357, -4.464], [0.919, 0.871, -2.673], [1.780, 2.234, -1.839], [0.209, 2.186, -0.111], [-0.646, 0.794, -1.028], [-1.588, 3.673, -1.956], [-1.846, 3.211, -0.222], [-2.363, 1.026, -2.476], [-3.446, 2.482, -2.546], [-6.020, 0.750, -0.758], [-5.275, 1.288, -2.426], [-5.327, 3.782, -1.694], [-5.116, -0.087, 1.039], [-2.264, -0.020, 1.183], [-2.888, -3.883, 1.554], [-1.862, -0.814, 4.642], [-1.005, -2.288, 3.985], [-1.219, -0.761, 2.931], [-3.997, -1.781, 5.218], [-4.286, -0.418, 4.001], [-5.134, -2.117, 3.826], [-2.324, -0.644, -1.043], [-3.840, -1.524, -3.812], [5.187, -2.282, -4.535], [5.045, -0.764, -3.608], [6.567, -3.214, -3.986], [4.279, -2.867, -4.392], [5.313, -2.045, -5.591], [-3.059, -2.413, 6.907], [-7.979, -0.568, 3.735], [-7.628, -0.122, 5.083], [-8.436, -0.824, 6.043], [-7.868, 1.292, 5.190], [-6.232, -0.396, 5.327], [0.372, 0.641, 0.485], [-2.454, 0.622, 6.596], [4.835, -6.848, 0.560], [3.857, -5.400, 0.293], [2.146, -5.790, 0.523], [4.114, -4.809, -1.364], [4.336, -4.140, 1.443], [-9.039, 1.141, 2.676], [5.820, 0.905, -4.914], [-7.166, -4.648, -1.216], [-8.313, -4.318, -0.285], [-8.834, -5.697, 0.070], [-7.712, -6.589, 0.024], [-6.610, -5.915, -0.597], [-6.423, -3.852, -1.297], [-7.552, -4.859, -2.219], [-7.930, -3.820, 0.612], [-9.073, -3.677, -0.733], [-9.570, -6.045, -0.662], [-9.289, -5.731, 1.063], [-5.875, -5.686, 0.183], [-6.144, -6.573, -1.333], [4.491, -2.382, 3.878], [4.778, -1.527, 3.037], [5.380, -3.032, 4.423], [3.312, -2.577, 4.179]], "atomic_forces_ev_per_a": [[0.1, -0.8, -1.0], [-1.0, 0.7, -0.2], [1.4, -1.0, -0.3], [-0.1, 0.8, -0.1], [0.9, 0.2, 0.0], [0.5, -0.9, 0.8], [0.8, 0.0, -2.1], [-0.4, -0.3, 1.2], [0.0, 0.0, 0.0], [0.1, 0.4, -0.1], [1.1, -1.0, -0.3], [-0.5, 2.0, 0.1], [-0.2, -0.1, -0.8], [-0.1, 0.2, -0.2], [1.6, -1.3, 0.1], [-0.7, -0.3, -2.1], [-1.0, 0.2, 1.4], [1.1, 0.0, -0.2], [-1.3, 0.7, -1.7], [-0.8, 1.1, 0.0], [-1.1, 0.6, 2.6], [2.0, -1.4, -3.1], [-0.7, 0.1, 1.2], [0.0, -3.1, -2.3], [0.6, -0.3, -0.3], [-0.1, 1.5, -0.8], [-0.6, -2.4, 0.5], [1.7, 2.7, 0.4], [0.1, 0.7, -0.8], [0.5, 0.0, 1.4], [0.6, -0.2, 0.2], [3.3, 1.1, -0.8], [-1.7, 0.0, -0.9], [1.0, -1.0, 1.7], [0.2, 1.2, 0.1], [1.0, -1.0, -0.6], [-1.3, 0.6, -0.6], [1.0, 1.2, 0.9], [1.1, 0.5, 1.3], [-1.3, 0.6, 0.5], [0.9, -0.4, 0.9], [-1.3, -0.3, 0.9], [-0.7, 0.9, -1.0], [-1.2, -1.1, 0.4], [-0.6, -1.0, -1.2], [0.5, 1.2, -0.6], [-1.1, -0.7, 1.0], [0.5, 1.1, 0.9], [1.1, 1.0, -0.2], [-1.1, -0.5, -1.0], [-1.0, -0.9, -0.4], [-0.2, 0.1, 1.5], [0.2, -1.6, -0.6], [0.3, 0.8, -1.1], [-1.0, 1.0, 1.0], [1.4, 0.5, -0.6], [-1.4, -0.9, 0.1], [1.5, -0.6, -0.3], [-1.1, 0.9, 0.2], [-0.7, -1.3, 0.9], [1.4, -0.8, -0.5], [-0.1, -0.7, 1.6], [1.3, 0.1, 0.3], [-0.8, 0.6, 1.4], [-0.3, 1.6, 0.6], [-1.6, -0.2, -0.8], [0.0, 0.9, -0.6], [-0.4, 1.6, -1.4], [0.8, -1.4, 0.9], [-0.2, -0.7, -1.6], [-0.8, 1.3, 0.9], [0.7, -0.9, 1.3], [1.0, 0.8, -0.8], [0.2, -0.4, 1.8], [-0.2, -1.4, 0.4], [0.1, 1.1, 0.6], [-1.0, -1.6, -0.1], [-1.1, 0.0, 0.1], [0.3, -0.7, -1.4], [-0.8, 1.3, -0.6], [-0.6, -0.9, 0.7], [-0.3, 0.3, -1.4], [-0.3, -1.4, 0.3], [1.2, 0.9, 0.2], [-1.3, 0.3, 0.6], [-0.3, 0.4, 0.3], [0.7, -1.8, -0.7], [-0.8, -0.5, 1.6], [-0.5, 0.1, -0.4], [0.0, 0.3, 0.3], [0.0, 0.2, 0.1], [0.0, 0.2, -0.1], [-0.8, 0.7, -2.0], [-0.2, 1.5, 3.7], [0.4, 0.1, -1.1], [0.2, -0.9, -0.6], [-0.6, -0.1, -0.5], [0.9, -0.6, 1.6], [-0.1, 0.1, 0.3], [-1.0, 1.6, -0.4], [0.1, -0.5, 0.4], [1.6, 0.6, -0.3], [-0.2, -0.2, 1.3], [-0.5, -1.0, -1.2], [0.8, -1.3, 0.7], [0.7, 1.2, -0.9], [0.1, 0.0, -0.4], [-0.1, 0.3, 0.3], [-0.2, -0.3, 0.0], [0.0, 0.3, -0.1], [0.2, -0.2, 0.2], [-0.1, -0.1, 0.0], [0.1, 0.0, 0.0], [-0.1, 0.0, 0.0], [0.0, -0.1, 0.0], [-0.1, 0.1, 0.0], [0.1, -0.1, 0.0], [0.1, 0.0, -0.1], [-0.1, -0.1, 0.1], [0.3, -0.4, 0.0], [-0.1, 0.1, 0.1], [-0.2, 0.2, -0.1], [0.0, 0.2, 0.0]], "charge": 1, "gap_ev": 1.19}



Looking at LUMO level for the records above, in order, we have 0.40 -8.30 eV.